The following is a DFT calculation (ωB97M-V/def2-TZVPD) of a molecular structure, C47H24F5N11O3S2Tc.

The geometry in XYZ format:
```
93
Properties=species:S:1:pos:R:3
Tc -0.2205 0.3717 0.5671
C 1.0388 6.6399 0.5883
C 0.2949 6.6431 1.7693
C -0.0307 5.4634 2.4290
C 0.4198 4.2876 1.8595
C 0.2214 2.8820 2.2123
N -0.4359 2.4993 3.2590
C -0.6951 1.2126 3.5047
C -1.0103 0.6960 4.8196
C -1.1728 1.3113 6.0536
C -1.4581 0.4939 7.1345
C -1.5629 -0.8956 6.9916
C -1.3845 -1.5097 5.7630
C -1.1121 -0.6889 4.6776
C -0.8566 -0.9714 3.2797
N -0.7959 -2.2114 2.7874
C -0.2410 -2.4905 1.6493
N 0.4525 -1.6498 0.7900
C 0.7826 -2.3720 -0.3036
N 1.4179 -1.9790 -1.3909
C 1.7325 -0.7164 -1.5860
N 1.2659 0.3743 -0.9439
C 2.1060 1.4246 -1.2666
N 2.1837 2.5720 -0.6923
C 1.4186 2.8877 0.3586
N 0.8414 2.0721 1.2527
C 1.1737 4.2892 0.6951
C 1.4972 5.4540 0.0269
C 3.0027 1.0165 -2.3579
C 3.9128 1.7219 -3.1128
C 4.5939 1.0076 -4.0955
C 4.3678 -0.3525 -4.2936
C 3.4460 -1.0543 -3.5208
C 2.7673 -0.3322 -2.5618
C 0.3684 -3.7710 -0.1419
C 0.4602 -4.8579 -0.9885
C -0.1379 -6.0382 -0.5599
C -0.7947 -6.1123 0.6684
C -0.8781 -5.0110 1.5155
C -0.2808 -3.8448 1.0804
N -0.6827 0.1933 2.5973
H 1.2482 7.5798 0.0958
H -0.0470 7.5887 2.1691
H -0.6249 5.4604 3.3320
H -1.0846 2.3838 6.1582
H -1.6027 0.9334 8.1126
H -1.7869 -1.4977 7.8622
H -1.4594 -2.5820 5.6470
H 2.0512 5.4316 -0.9012
H 4.0647 2.7805 -2.9594
H 5.3093 1.5194 -4.7253
H 4.9160 -0.8700 -5.0699
H 3.2587 -2.1087 -3.6683
H 0.9527 -4.7807 -1.9476
H -0.1090 -6.9137 -1.1943
H -1.2609 -7.0440 0.9604
H -1.4001 -5.0570 2.4614
N -4.0776 -0.5025 -5.8717
C -3.2224 0.4125 -5.2700
C -3.5225 1.7738 -5.2699
C -2.6991 2.6745 -4.6135
C -1.5599 2.2273 -3.9675
C -1.2544 0.8688 -3.9558
C -2.0769 -0.0311 -4.5979
S -0.5362 3.3338 -3.0540
O -1.1802 4.6297 -3.0632
O 0.8111 3.2324 -3.5578
N -0.5237 2.6732 -1.6027
C -1.5561 2.7676 -0.7910
S -2.8844 3.8959 -0.8540
C -3.5505 3.1852 0.5794
C -2.7647 2.1913 1.0256
N -1.6382 1.9521 0.2647
H -4.6647 -0.1313 -6.6007
H -3.6576 -1.3808 -6.1281
H -4.4147 2.1261 -5.7734
H -2.9362 3.7301 -4.5970
H -0.3810 0.5186 -3.4200
H -1.8481 -1.0899 -4.5671
H -4.4795 3.5251 1.0026
H -2.9635 1.5689 1.8831
F -4.8013 -4.9519 -0.2907
C -4.0235 -3.8676 -0.3915
C -3.2227 -3.6781 -1.5079
F -3.2295 -4.5875 -2.4880
C -2.4068 -2.5706 -1.5966
F -1.6181 -2.4404 -2.6734
C -2.3263 -1.6016 -0.5797
O -1.4884 -0.6033 -0.7041
C -3.1833 -1.8064 0.5043
F -3.1982 -0.9159 1.5123
C -4.0020 -2.9188 0.6102
F -4.7682 -3.0747 1.6947
```

- lowest unoccupied orbital energy (spin up / spin down) (Ha) = -0.0695 / -0.0983
- ⟨S²⟩ = 3.808
- multiplicity = 4
- relative energy (zero: lowest compared OMol25 entry of this formula, charge and spin) (kcal per mole) = 11.4

Results of the Löwdin charge analysis, in e, for atoms 1 through 8: Tc 1.55; C -0.05; C -0.06; C 0.01; C -0.10; C -0.25; N 0.23; C -0.25


The following is a DFT calculation (ωB97M-V/def2-TZVPD) of a molecular structure, C47H31F10IN7O6Zr at a distorted geometry.

The geometry in XYZ format:
```
103
Properties=species:S:1:pos:R:3
Zr 0.5254 0.0527 0.2429
C -2.2728 3.6485 -1.6548
C -2.1775 3.6271 -0.1583
N -2.4505 4.7724 0.4139
C -2.3635 4.9040 1.7363
C -2.0146 3.8717 2.5728
C -1.9654 4.1093 4.0605
O -2.9474 3.3800 4.7776
C -1.7196 2.6149 1.9977
C -1.4467 1.4921 2.8262
N -1.1784 0.3151 2.3705
C -1.1675 -0.7411 3.2606
C -0.6722 -0.6889 4.5658
C -0.7516 -1.7991 5.3836
C -1.3499 -2.9667 4.9364
C -1.8240 -3.0499 3.6345
C -1.7108 -1.9456 2.8193
I -2.2655 -1.9403 0.7733
C -1.7569 2.4563 0.5719
O -1.4561 1.3452 -0.0016
H -2.7987 4.5550 -1.9417
H -2.8005 2.7784 -2.0369
H -1.2703 3.6804 -2.0824
H -2.5824 5.8945 2.1172
H -2.0816 5.1868 4.2513
H -1.0006 3.7952 4.4662
H -3.8111 3.6087 4.4186
H -1.6068 1.6275 3.8993
H -0.1924 0.2150 4.9115
H -0.3433 -1.7519 6.3821
H -1.4294 -3.8194 5.5918
H -2.2640 -3.9636 3.2647
C -2.3091 -0.1382 -2.2395
N -0.8578 -0.3061 -2.1437
C -0.4911 -1.5396 -2.8384
C 0.8311 -2.1347 -2.3575
N 0.8410 -2.1748 -0.9045
C 1.6342 -3.1065 -0.3899
C 1.4763 -3.4501 0.9790
F 0.5524 -2.6823 1.6475
C 2.1918 -4.4005 1.6610
F 1.9293 -4.6394 2.9637
C 3.1679 -5.1329 0.9920
F 3.8930 -6.0773 1.6332
C 3.3947 -4.8345 -0.3488
F 4.3570 -5.4966 -1.0184
C 2.6634 -3.8742 -1.0168
F 3.0399 -3.6393 -2.3018
C -0.2604 0.8859 -2.7504
C 1.2625 0.9490 -2.7946
N 1.8640 0.8505 -1.4707
C 3.0852 1.3858 -1.3748
C 3.6970 1.6994 -0.1275
F 3.1219 1.3007 1.0450
C 4.8550 2.4294 0.0298
F 5.2684 2.7089 1.2778
C 5.5692 2.8886 -1.0688
F 6.6808 3.6373 -0.9316
C 5.0909 2.5252 -2.3202
F 5.7672 2.8935 -3.4249
C 3.9274 1.7924 -2.4630
F 3.6483 1.4334 -3.7491
H -2.6205 0.0488 -3.2771
H -2.8227 -1.0297 -1.8853
H -2.6124 0.6943 -1.6113
H -1.2707 -2.2758 -2.6159
H -0.4594 -1.3953 -3.9314
H 0.8737 -3.1533 -2.7682
H 1.7026 -1.5965 -2.7464
H -0.6189 0.9963 -3.7923
H -0.6106 1.7384 -2.1646
H 1.6526 0.1878 -3.4826
H 1.4986 1.9289 -3.2413
O 2.7037 -1.0453 0.6652
C 2.3595 -0.9067 1.8489
O 1.2701 -0.3342 2.1506
C 3.1898 -1.4284 2.9784
C 2.5571 -1.9550 4.1013
C 3.2974 -2.4039 5.1809
C 4.6745 -2.3107 5.1539
C 5.3018 -1.7927 4.0262
C 4.5730 -1.3543 2.9293
N 6.7400 -1.7054 4.0092
O 7.2752 -1.3061 3.0008
O 7.3344 -2.0398 5.0141
H 1.4802 -2.0179 4.1119
H 2.7946 -2.8267 6.0375
H 5.2744 -2.6345 5.9893
H 5.0687 -0.9506 2.0608
N 5.3834 8.2625 3.0326
C 4.6278 7.4600 2.7088
C 3.6953 6.4859 2.3095
C 3.2973 6.4090 0.9710
C 2.4185 5.4288 0.5727
C 1.9369 4.4907 1.4946
C 2.2925 4.6142 2.8464
C 3.1691 5.5925 3.2477
C 1.2446 3.3349 1.0778
C 0.8677 2.2155 0.7697
H 3.7102 7.1106 0.2602
H 2.1199 5.3491 -0.4632
H 1.8964 3.9015 3.5568
H 3.4831 5.6705 4.2791
```

- lowest unoccupied orbital energy (Ha) = 0.0478
- multiplicity = 1
- relative energy (zero: lowest compared OMol25 entry of this formula, charge and spin) (kcal per mole) = 0.0
- total charge = -1

Results of the Löwdin charge analysis, in e, for atoms 1 through 8: Zr 1.89; C -0.02; C -0.25; N 0.10; C -0.12; C -0.16; C -0.22; O -0.06


The following is a DFT calculation (ωB97M-V/def2-TZVPD) of a molecular structure, C47H33AgBrClF6GeN3O5P at a distorted geometry.

The geometry in XYZ format:
```
99
Properties=species:S:1:pos:R:3
Ag 0.2460 1.6407 -0.6572
Br -0.0044 -6.3394 6.3527
C -0.8037 -4.6114 6.2688
C -1.3753 -4.1750 5.0805
C -1.9454 -2.9146 5.0176
C -1.9831 -2.0800 6.1478
C -1.4196 -2.5579 7.3300
C -0.8200 -3.8109 7.3929
N -2.7785 -0.9002 6.2083
N -2.7991 -0.0426 5.2719
C -1.7936 0.0818 4.3428
C -0.4515 -0.2914 4.5477
C 0.5221 -0.1137 3.6024
C 0.2212 0.3926 2.2913
O 1.0640 0.4837 1.3876
C -1.1825 0.8190 2.0756
N -1.4822 1.3111 0.8568
C -2.6678 1.8275 0.6353
C -3.6650 1.8401 1.6198
C -3.4112 1.2716 2.8370
C -2.1325 0.7382 3.1036
H -1.3693 -4.8121 4.2057
H -2.3850 -2.5720 4.0880
H -1.4597 -1.9265 8.2114
H -0.3792 -4.1627 8.3165
H -0.1729 -0.6743 5.5214
H 1.5572 -0.3594 3.8090
H -2.8454 2.2413 -0.3518
H -4.6283 2.2832 1.3965
H -4.1652 1.2288 3.6123
F -1.2590 1.2167 -3.1912
P -2.0352 1.9969 -4.4151
F -2.8781 0.6372 -4.7107
F -2.8262 2.7496 -5.6013
F -3.1847 2.4420 -3.3500
F -0.8941 1.5096 -5.4404
F -1.2037 3.3247 -4.0810
C -4.5622 -1.7823 -0.1378
C -4.2425 -0.7176 -0.9701
C -2.9202 -0.4507 -1.2972
C -1.8891 -1.2581 -0.8154
C -2.2206 -2.3383 0.0098
C -3.5472 -2.5920 0.3508
Ge 0.0007 -1.1249 -1.3883
C 0.8993 -2.5178 -0.3080
C 0.8259 -2.6118 1.0830
C 1.5074 -3.6001 1.7820
C 2.2719 -4.5371 1.0973
C 2.3545 -4.4680 -0.2864
C 1.6795 -3.4656 -0.9780
C 0.0140 -1.6842 -3.2591
C 1.1811 -1.8926 -3.9976
C 1.1217 -2.3072 -5.3222
C -0.1093 -2.5162 -5.9333
C -1.2757 -2.3225 -5.2093
C -1.2131 -1.9136 -3.8832
H -5.5946 -1.9843 0.1235
H -5.0203 -0.0758 -1.3688
H -2.7062 0.3906 -1.9319
H -1.4610 -3.0087 0.3788
H -3.7790 -3.4282 1.0022
H 0.2373 -1.9018 1.6447
H 1.4404 -3.6313 2.8633
H 2.7992 -5.3132 1.6406
H 2.9506 -5.1909 -0.8331
H 1.7625 -3.4273 -2.0567
H 2.1490 -1.7417 -3.5442
H 2.0414 -2.4534 -5.8777
H -0.1576 -2.8125 -6.9749
H -2.2418 -2.4607 -5.6808
H -2.1354 -1.7407 -3.3449
Cl 2.1493 9.9559 1.8125
C 1.7659 8.3029 1.3475
C 0.4446 7.8891 1.3455
C 0.1523 6.5802 0.9779
C 1.1643 5.6974 0.6214
C 2.4806 6.1401 0.6291
C 2.7925 7.4453 0.9913
C 0.8373 4.2636 0.2242
O -0.3756 3.9418 0.1999
O 1.8064 3.5141 -0.0427
H -0.3396 8.5821 1.6247
H -0.8678 6.2159 0.9577
H 3.2521 5.4348 0.3453
H 3.8169 7.7957 0.9988
O 1.5678 1.5937 -2.5225
C 2.2212 0.5823 -2.3072
O 1.8682 -0.3846 -1.5047
C 3.5292 0.3833 -3.0147
C 4.4930 -0.4767 -2.5033
C 5.6822 -0.6705 -3.1942
C 5.8977 -0.0184 -4.4030
C 4.9273 0.8363 -4.9150
C 3.7458 1.0448 -4.2172
H 4.2960 -0.9916 -1.5703
H 6.4375 -1.3367 -2.7941
H 6.8226 -0.1774 -4.9461
H 5.0911 1.3388 -5.8610
H 2.9718 1.7060 -4.5895
```

- lowest unoccupied orbital energy (Ha) = 0.1250
- multiplicity = 1
- relative energy (zero: lowest compared OMol25 entry of this formula, charge and spin) (kcal per mole) = 30.3
- total charge = -2

Results of the Löwdin charge analysis, in e, for atoms 1 through 8: Ag 0.87; Br 0.67; C -0.71; C -0.13; C -0.03; C -0.31; C -0.05; C -0.15


The following is a DFT calculation (ωB97M-V/def2-TZVPD) of a molecular structure, C47H34Br3N8O7STi at a distorted geometry.

The geometry in XYZ format:
```
101
Properties=species:S:1:pos:R:3
Ti 0.4010 -0.3254 -0.4583
O -0.0255 4.6392 5.4137
N 0.6614 4.4435 4.4430
O 1.6657 5.0592 4.1457
C 0.2407 3.3626 3.5237
C -1.0600 3.0036 3.5753
C -1.5799 2.0091 2.6830
C -2.9134 1.5537 2.7119
C -3.3013 0.5912 1.8157
C -2.3621 0.0857 0.9072
N -1.0944 0.4775 0.8825
C -0.7129 1.4419 1.7497
C 0.6636 1.8305 1.7089
N 1.4132 1.1851 0.7880
C 2.7234 1.3747 0.7883
C 3.3440 2.2443 1.6835
C 2.5838 2.9529 2.5838
C 1.1883 2.7626 2.6122
H -1.7121 3.4751 4.2971
H -3.6105 1.9550 3.4358
H -4.3035 0.1838 1.8049
H -2.6443 -0.6769 0.2016
H 3.3006 0.8134 0.0637
H 4.4173 2.3519 1.6601
H 3.0509 3.6362 3.2730
C -1.6571 2.8210 -1.4504
N -1.1879 1.4400 -1.6272
C -1.7711 0.7344 -2.5196
C -1.5780 -0.6860 -2.5376
C -2.1234 -1.6468 -3.3558
C -1.8975 -2.8954 -2.7279
C -1.2447 -2.6360 -1.5517
N -1.0147 -1.2917 -1.4077
C -0.9061 3.8854 -2.2153
C -0.8388 3.8511 -3.6049
C -0.1985 4.8606 -4.3038
C 0.3822 5.9225 -3.6207
C 0.3173 5.9671 -2.2369
C -0.3250 4.9511 -1.5398
H -1.6090 3.0488 -0.3806
H -2.7172 2.8705 -1.7264
H -2.5030 1.1545 -3.2136
H -2.6619 -1.4657 -4.2704
H -2.2218 -3.8629 -3.0694
H -0.9499 -3.3318 -0.7846
H -1.2965 3.0367 -4.1522
H -0.1637 4.8301 -5.3840
H 0.8702 6.7168 -4.1666
H 0.7538 6.7971 -1.6985
H -0.3887 5.0005 -0.4590
Br 3.4753 -4.3505 -5.4786
C 2.7226 -3.3245 -4.1067
C 2.1640 -3.9368 -2.9954
C 1.5999 -3.1282 -2.0254
N 1.5687 -1.8033 -2.1138
C 2.1642 -1.2201 -3.1490
C 2.7412 -1.9395 -4.1888
C 2.2147 0.2532 -3.0433
C 2.9481 1.0223 -3.9350
C 3.0040 2.3961 -3.7641
Br 3.9833 3.4549 -4.9473
C 2.3151 2.9660 -2.7039
C 1.6009 2.1304 -1.8778
N 1.5434 0.7974 -2.0070
H 2.1624 -5.0105 -2.8830
H 1.1739 -3.5645 -1.1337
H 3.1966 -1.4604 -5.0398
H 3.4837 0.5588 -4.7473
H 2.2974 4.0317 -2.5317
H 1.0411 2.5617 -1.0631
N -1.1341 -2.3419 1.7568
C -2.5103 -2.6514 2.0409
C -3.4298 -2.7690 1.0050
C -4.7841 -2.8371 1.2830
C -5.2392 -2.7667 2.5895
C -4.3182 -2.6901 3.6247
C -2.9618 -2.6453 3.3558
S -6.9980 -2.7678 2.9287
O -7.5510 -2.2644 1.6822
O -7.0938 -1.8652 4.0626
O -7.2635 -4.1627 3.2138
H -0.7074 -1.9387 2.5875
H -0.5818 -3.1730 1.5519
H -3.0973 -2.7777 -0.0240
H -5.5190 -2.8912 0.4914
H -4.6897 -2.6267 4.6382
H -2.2475 -2.5469 4.1651
Br 4.5844 -1.7769 -0.2773
C 4.0839 -2.8683 1.1990
C 4.9855 -3.8626 1.5440
C 4.7607 -4.6350 2.6734
C 3.6602 -4.3924 3.4794
C 2.7767 -3.3844 3.1407
C 2.9581 -2.6239 1.9847
C 1.8975 -1.6129 1.7249
O 1.3658 -0.9716 2.5968
O 1.5153 -1.4981 0.4292
H 5.8664 -4.0179 0.9398
H 5.4640 -5.4155 2.9296
H 3.4906 -4.9824 4.3673
H 1.9143 -3.1787 3.7605
```

- lowest unoccupied orbital energy (Ha) = -0.1928
- multiplicity = 1
- relative energy (zero: lowest compared OMol25 entry of this formula, charge and spin) (kcal per mole) = 41.0
- total charge = +1

Results of the Löwdin charge analysis, in e, for atoms 1 through 8: Ti 1.26; O 0.12; N -0.34; O 0.09; C -0.05; C 0.10; C -0.10; C 0.07